# 1
The following is a quantum chemistry calculation of one molecule with the formula C4H11NS in a non-equilibrium geometry, from OMol25.

Geometry as XYZ:
```
17
Properties=species:S:1:pos:R:3:forces:R:3
C -2.43961 1.29405 1.15781 -2.30 -1.65 0.68
C -1.77512 -0.01420 0.81255 0.18 0.00 0.88
C 0.48663 -1.16091 -0.32111 0.61 -0.25 0.37
C 1.78802 -0.83641 -1.09263 0.08 0.98 0.45
H -1.86222 1.77293 1.88869 0.98 1.09 0.78
H -3.41849 1.04564 1.69883 1.00 0.60 -1.07
H -2.56805 1.88145 0.27334 -0.42 0.62 -0.31
H -2.41483 -0.68961 0.28657 -0.60 -0.40 -0.36
H -1.52349 -0.48176 1.77710 0.43 -0.12 -0.45
H 0.77567 -1.52902 0.70448 -0.37 0.31 -0.91
H -0.16807 -1.90775 -0.80314 0.52 0.15 0.04
H 1.61647 -0.25909 -2.01757 -0.30 -0.43 0.28
H 2.30683 -1.71430 -1.34708 0.25 -1.48 -0.61
H 2.51703 0.88617 -0.21798 -0.20 0.28 0.01
H 3.00557 -0.44179 0.59379 -0.39 0.25 -1.34
N 2.80055 -0.06753 -0.36448 0.27 -0.29 1.39
S -0.38937 0.38841 -0.22659 0.25 0.33 0.16
```
Forces are in eV/Å.

Output
* lowest unoccupied orbital energy: 1.137 eV
* energy: -611.9239 a.u.
* frontier orbital gap: 9.66 eV
* 2S+1: 1
* net charge: 0
* relative energy (zero: lowest compared OMol25 entry of this formula, charge and spin): 11.4 kcal per mole


# 2
The following is a quantum chemistry calculation of a 2-piece molecular cluster, C4H11NS overall in a non-equilibrium geometry, from OMol25.

Geometry as XYZ:
```
17
Properties=species:S:1:pos:R:3:forces:R:3
C -1.58832 -1.73983 -0.69724 0.16 0.80 -0.38
S -2.55942 -0.42051 0.07954 0.38 -0.66 0.09
C -1.53106 0.02633 1.46096 1.70 -0.58 -0.87
H -0.88637 -2.23088 -0.02963 -0.28 -0.06 0.24
H -1.00006 -1.16060 -1.42362 0.11 -0.24 -0.05
H -2.20059 -2.43821 -1.26549 -0.17 0.08 0.27
H -1.54351 1.10922 1.54476 -0.63 -0.11 0.90
H -1.63955 -0.67517 2.28914 -0.88 0.66 0.52
H -0.45796 -0.20298 1.27420 -0.29 0.17 -0.75
C 2.12538 1.41404 0.58807 -0.74 1.28 -0.67
C 2.84932 0.55594 -0.16304 0.03 -0.01 0.46
N 3.52659 0.83946 -1.33076 -1.45 -1.42 0.87
H 1.82880 2.36417 0.14005 0.39 0.05 0.20
H 1.74100 1.28455 1.58798 0.21 -0.63 -0.02
H 2.89454 -0.47042 0.19753 0.62 0.09 -0.20
H 3.22139 1.64292 -1.86310 0.16 0.10 0.04
H 3.53960 -0.03684 -1.84137 0.67 0.48 -0.65
```
Forces are in eV/Å.

Output
* lowest unoccupied orbital energy (alpha / beta): -2.715 / -8.381 eV
* energy: -611.5783 a.u.
* frontier orbital gap (alpha / beta): 10.37 / 2.90 eV
* 2S+1: 2
* <S²>: 0.7560
* net charge: +1
* relative energy (zero: lowest compared OMol25 entry of this formula, charge and spin): 31.4 kcal per mole